Below is a cluster of 10 separate species, C28H63N9O23 in total, with properties calculated with ωB97M-V/def2-TZVPD.

Summary:
F_max: 0.0976 Eh/bohr
SMILES: CCOCC[C@]1(CCCCCCCCCCOC)OC(=O)C[C@@H]1O.C[N+](=O)[O-].C[N+](=O)[O-].C[N+](=O)[O-].C[N+](=O)[O-].C[N+](=O)[O-].C[N+](=O)[O-].C[N+](=O)[O-].C[N+](=O)[O-].C[N+](=O)[O-]
2S+1: 1

Atoms and positions in Å:
C -4.5265 -4.4636 -1.2219
C -4.0461 -5.4810 -0.0773
O -2.6244 -5.7637 -0.0614
C -2.1425 -6.2734 -1.3274
C -1.1254 -5.1955 -1.9815
C -0.2880 -4.3685 -0.9024
C 0.7983 -3.5959 -1.8423
C 2.1548 -3.2218 -1.0759
C 3.0516 -2.1005 -1.8322
C 2.7508 -1.9684 -3.3977
C 3.5983 -0.7377 -4.0574
C 2.5455 0.2860 -4.7388
C 1.5637 0.9720 -3.6330
C 0.5192 1.8658 -4.4597
C -0.9099 2.0546 -3.7643
C -0.8625 2.4236 -2.2068
O 0.0423 3.5285 -2.0044
C 1.0663 3.2568 -1.0230
O 0.3188 -5.0559 0.2164
C -0.1311 -4.6097 1.5050
O 0.2530 -5.0415 2.6212
C -1.2263 -3.4150 1.3872
C -1.0029 -3.0996 -0.1889
O -2.0805 -2.4465 -0.8971
H -4.9459 -3.5217 -0.7027
H -5.4187 -4.9355 -1.7573
H -3.7038 -4.0946 -1.9144
H -4.6046 -6.4762 -0.0556
H -4.2769 -4.9688 0.9329
H -1.5017 -7.2047 -1.0993
H -2.9648 -6.6158 -2.0377
H -1.6321 -4.5225 -2.7636
H -0.3599 -5.8223 -2.5798
H 1.0635 -4.1798 -2.7883
H 0.2710 -2.6283 -2.1855
H 1.8977 -2.8712 -0.0156
H 2.8015 -4.1682 -0.9425
H 2.9624 -1.1151 -1.2600
H 4.1517 -2.4361 -1.7342
H 3.0364 -2.9660 -3.8892
H 1.6602 -1.7595 -3.6603
H 4.1911 -1.2177 -4.9163
H 4.2733 -0.2183 -3.3025
H 3.0986 1.1444 -5.2465
H 1.8806 -0.2870 -5.4894
H 0.9667 0.1666 -3.0869
H 2.1933 1.5515 -2.8803
H 0.3336 1.3269 -5.4592
H 1.0237 2.8568 -4.7181
H -1.6259 1.1690 -3.9037
H -1.4185 2.9418 -4.3057
H -1.9215 2.7701 -1.8956
H -0.6439 1.4916 -1.5889
H 1.2138 2.1585 -0.7608
H 0.9339 3.8802 -0.0664
H 2.0640 3.6067 -1.4896
H -0.9254 -2.4647 1.9318
H -2.3015 -3.7390 1.6471
H -0.2121 -2.2661 -0.1252
H -2.0354 -1.4690 -0.7756
C 2.9954 7.6020 -0.9331
N 3.3160 6.1559 -0.8241
O 4.1799 5.7149 -1.5626
O 2.6877 5.5122 0.0006
H 3.6270 8.0447 -1.7008
H 1.9432 7.6866 -1.2033
H 3.1924 8.0550 0.0364
C -2.3713 -0.4398 4.3923
N -2.4169 0.0907 3.0039
O -1.8282 -0.5428 2.1423
O -3.0411 1.1224 2.8253
H -1.7860 -1.3530 4.3981
H -1.9063 0.3207 5.0187
H -3.3960 -0.6360 4.7030
C -6.4645 1.7146 2.0613
N -7.3107 0.6673 2.6911
O -6.7606 -0.1226 3.4419
O -8.4968 0.6738 2.4092
H -5.4375 1.5875 2.4009
H -6.5327 1.5861 0.9818
H -6.8553 2.6834 2.3698
C 2.2399 -3.4273 4.2171
N 2.6898 -2.4640 5.2562
O 1.8687 -2.1144 6.0909
O 3.8490 -2.0923 5.1991
H 1.1937 -3.6680 4.3910
H 2.3688 -2.9488 3.2473
H 2.8598 -4.3184 4.3039
C 5.7155 5.7366 2.5930
N 5.0976 7.0788 2.4355
O 4.8167 7.6907 3.4504
O 4.9160 7.4711 1.2932
H 5.8167 5.5190 3.6544
H 5.0571 5.0139 2.1114
H 6.6917 5.7662 2.1105
C 8.3552 9.8015 3.6951
N 8.6749 8.3542 3.8029
O 9.5390 7.9135 3.0633
O 8.0459 7.7121 4.6264
H 8.9872 10.2439 2.9274
H 7.3030 9.8861 3.4252
H 8.5523 10.2545 4.6657
C -1.5008 -4.2109 7.3015
N -2.1403 -2.8806 7.1316
O -2.4330 -2.2661 8.1403
O -2.3259 -2.4996 5.9848
H -1.3991 -4.4175 8.3651
H -2.1454 -4.9485 6.8248
H -0.5239 -4.1692 6.8210
C -7.3633 -2.6767 1.1598
N -7.9812 -3.8985 0.5799
O -8.9159 -4.3943 1.1847
O -7.5042 -4.3161 -0.4632
H -7.8855 -2.4218 2.0803
H -6.3160 -2.9015 1.3598
H -7.4634 -1.8782 0.4256
C -0.9248 2.2982 -8.9086
N 0.1205 1.5256 -8.1884
O -0.0501 0.3230 -8.0729
O 1.0744 2.1537 -7.7642
H -1.7090 1.6142 -9.2276
H -1.3189 3.0415 -8.2166
H -0.4508 2.7699 -9.7682

Force components x, y, z for each atom (eV/Å):
-0.8 0.1 0.6
-0.3 0.7 0.8
-1.0 -0.1 -1.2
1.5 -0.2 0.0
-0.2 -1.7 0.3
-0.4 3.1 -1.5
0.7 0.2 0.3
0.1 -0.3 -0.1
0.0 -0.7 0.1
0.7 0.6 0.2
-1.3 -0.8 -1.1
0.0 0.0 1.4
-0.1 -0.5 -1.3
0.0 -0.5 0.1
-0.2 1.1 0.0
-1.3 0.0 -0.9
0.1 -1.8 1.0
1.6 0.8 0.1
-0.9 0.3 1.8
-0.7 0.2 2.3
-0.7 1.0 -4.9
0.7 -0.8 -2.2
0.5 1.7 1.5
0.3 -0.4 0.2
0.7 -1.5 -0.9
1.4 0.8 0.4
-1.1 -0.8 0.9
0.5 1.3 -0.4
0.5 -1.0 -1.4
-1.0 1.4 -0.2
0.9 0.7 0.9
0.8 -0.6 1.6
-1.1 1.0 0.9
-0.4 0.7 1.4
0.8 -1.6 0.5
0.4 -0.4 -1.4
-1.2 1.4 -0.2
0.0 -1.1 -1.1
-1.6 0.7 -0.1
-0.4 1.5 0.6
1.4 -0.5 0.7
-0.4 1.0 1.4
-0.8 -0.7 -1.0
-0.7 -1.2 0.4
1.2 1.0 1.0
0.9 0.9 -0.5
-1.0 -0.6 -1.0
0.3 0.8 1.5
-0.9 -1.2 0.5
1.2 1.0 0.2
0.7 -1.3 0.9
1.5 -0.6 -0.4
0.2 1.3 -0.6
-0.6 1.3 -0.4
-0.1 -1.0 -1.4
-1.5 -0.5 0.8
-0.3 -1.8 -0.3
1.9 0.3 -0.4
-0.6 -1.5 -0.2
0.2 -1.3 0.1
-0.1 0.3 -0.2
0.2 0.0 -0.1
-0.4 0.0 0.4
0.5 0.3 -0.2
0.0 -0.2 0.1
0.1 -0.1 0.1
-0.1 -0.1 -0.1
0.2 -0.1 -0.1
0.0 0.1 0.1
-0.3 0.6 0.0
0.2 -0.4 -0.2
-0.1 0.3 -0.3
-0.2 0.0 0.0
0.1 0.1 0.0
0.4 0.1 0.0
-0.1 -0.1 0.1
-0.4 0.1 -0.3
0.5 -0.2 0.2
-0.2 -0.1 0.0
-0.1 0.1 0.1
-0.1 -0.1 -0.1
-0.3 -0.2 0.0
0.1 0.1 0.1
0.4 0.0 -0.2
-0.6 -0.1 0.2
0.2 0.1 0.0
0.1 -0.1 0.1
0.0 0.2 -0.1
0.1 -0.3 0.2
-0.1 0.1 0.3
0.1 -0.1 -0.7
0.1 0.0 0.5
0.0 0.2 -0.1
0.1 0.1 -0.1
-0.2 0.0 -0.1
0.1 0.3 -0.2
0.2 -0.2 0.0
-0.4 0.0 0.3
0.3 0.2 -0.4
0.0 -0.2 0.1
0.1 0.0 0.2
-0.2 -0.1 -0.1
0.1 -0.3 0.2
0.0 0.1 0.4
0.1 -0.1 -0.7
-0.1 -0.4 0.9
-0.1 0.1 -0.1
0.1 0.1 -0.1
-0.2 0.0 -0.1
0.0 0.2 0.3
-0.3 -0.3 0.0
0.4 0.1 -0.4
-0.4 0.1 0.5
0.0 -0.1 -0.1
-0.1 0.0 -0.1
0.1 -0.1 0.0
-0.3 0.0 -0.2
0.2 -0.2 0.1
0.2 0.5 0.1
-0.4 -0.3 -0.2
0.2 0.0 0.1
0.2 0.0 -0.1
0.0 0.1 0.2



Below is a cluster of 8 separate species, C28H63NO7 in total, with properties calculated with ωB97M-V/def2-TZVPD.

Summary:
F_max: 0.0469 Eh/bohr
Relative energy (zero: lowest compared OMol25 entry of this formula, charge and spin): 0.0 kcal/mol
SMILES: CCN(CC)CC.C1CCOC1.C1CCOC1.C1CCOC1.C1CCOC1.C1CCOC1.CO.CO
2S+1: 1

Atoms and positions in Å:
C -5.5572 -7.2463 -17.0557
C -5.3786 -5.8340 -17.5804
N -6.3349 -5.5160 -18.6055
C -6.2853 -6.2795 -19.8517
C -7.6274 -6.4694 -20.4998
C -6.3449 -4.1317 -18.8716
C -6.5892 -3.2749 -17.6852
H -5.2563 -7.9624 -17.8138
H -6.6182 -7.3481 -16.8090
H -4.9982 -7.5078 -16.1576
H -5.5250 -5.0968 -16.7982
H -4.3345 -5.7165 -17.9518
H -5.5786 -5.8517 -20.5863
H -5.9440 -7.2815 -19.6047
H -7.9289 -5.6269 -21.1260
H -7.5347 -7.3240 -21.1828
H -8.4431 -6.7326 -19.8314
H -7.1483 -3.9087 -19.5851
H -5.4495 -3.7607 -19.4266
H -7.1877 -3.8062 -16.9408
H -7.2098 -2.4233 -17.9841
H -5.6969 -2.8640 -17.2181
C -4.9596 -7.2929 -23.3499
C -5.3378 -6.5459 -24.6678
C -4.1618 -6.8580 -25.6421
O -3.3484 -7.8683 -25.0212
C -3.9677 -8.3680 -23.8309
H -5.8136 -7.6689 -22.7896
H -4.5374 -6.5129 -22.7019
H -5.5562 -5.4865 -24.4964
H -6.3140 -6.9152 -25.0160
H -3.5622 -5.9927 -25.9146
H -4.6054 -7.2725 -26.5652
H -3.2130 -8.5043 -23.0432
H -4.4193 -9.3565 -24.0173
C -6.8304 -15.5652 -24.6755
C -5.9941 -14.3198 -24.8815
C -5.8615 -13.8075 -23.4918
O -5.7760 -14.9468 -22.6872
C -6.1919 -16.1177 -23.4087
H -6.8184 -16.2585 -25.5126
H -7.8717 -15.4097 -24.3660
H -6.3652 -13.5651 -25.5730
H -5.0210 -14.6545 -25.2610
H -6.7418 -13.2180 -23.2158
H -4.9617 -13.1905 -23.4200
H -6.8275 -16.7219 -22.7750
H -5.2646 -16.6520 -23.6533
C -12.1404 -10.4485 -24.0228
C -11.5033 -9.1720 -23.5641
C -12.0278 -9.1194 -22.1372
O -13.4259 -9.4879 -22.2626
C -13.4242 -10.5473 -23.1574
H -11.4463 -11.2897 -23.8967
H -12.3512 -10.4721 -25.0963
H -11.9523 -8.2980 -24.0285
H -10.4171 -9.1386 -23.5141
H -11.9431 -8.1464 -21.6596
H -11.6415 -9.8956 -21.4494
H -14.2990 -10.4965 -23.8023
H -13.4570 -11.4847 -22.5986
C -8.2830 -15.3460 -20.4371
C -9.1168 -15.5102 -19.1475
C -10.6016 -15.3701 -19.6026
O -10.5879 -15.3355 -21.0626
C -9.2915 -15.7028 -21.5348
H -7.4167 -15.9931 -20.5212
H -8.0214 -14.2871 -20.5084
H -8.8833 -14.8802 -18.2880
H -8.9175 -16.5163 -18.7386
H -11.0689 -14.4584 -19.2200
H -11.1830 -16.2481 -19.2698
H -9.0703 -15.2295 -22.5026
H -9.3072 -16.7776 -21.8357
C -7.0314 -10.9336 -18.0354
C -7.5657 -10.2426 -16.8108
C -8.5419 -11.3011 -16.2365
O -8.8483 -12.1984 -17.2953
C -7.6597 -12.3241 -18.0381
H -5.9430 -10.8659 -18.1614
H -7.3118 -10.3724 -18.9461
H -8.2023 -9.4025 -17.0643
H -6.7245 -9.9718 -16.1859
H -9.4386 -10.8173 -15.8553
H -8.1162 -11.9045 -15.4146
H -7.9481 -12.6623 -19.0260
H -7.0290 -13.0883 -17.5579
C -3.9437 -9.5605 -20.2711
O -5.0577 -10.0377 -21.1368
H -3.6838 -10.4086 -19.6139
H -3.0705 -9.2887 -20.8759
H -4.2855 -8.7243 -19.6832
H -4.8042 -10.6933 -21.7819
C -8.5459 -10.6909 -22.0707
O -7.9550 -9.3923 -22.4546
H -7.7943 -11.4037 -21.7493
H -9.2523 -10.5008 -21.2530
H -9.1435 -11.0278 -22.9213
H -7.0097 -9.4751 -22.2469

Force components x, y, z for each atom (eV/Å):
-0.5 0.1 0.2
1.1 -0.5 -0.2
-0.3 -0.7 -0.3
0.2 -0.4 0.9
-0.4 -0.3 -1.2
-0.3 1.3 -1.7
-0.8 1.1 0.9
-0.2 -0.3 0.0
0.1 -0.4 -0.2
0.2 0.4 0.0
0.2 -0.2 0.2
-0.1 0.1 0.1
0.0 0.0 0.2
0.3 0.0 0.0
-0.1 0.1 0.2
-0.1 0.2 0.0
0.1 0.2 0.4
0.0 -0.3 0.0
0.1 -0.3 0.3
0.1 0.0 0.0
0.2 0.0 0.1
0.1 -0.1 0.1
-0.1 0.9 -0.7
-0.6 -0.4 0.4
-1.3 -0.7 0.1
-0.2 0.3 0.4
0.1 0.6 0.6
-0.1 -0.2 -0.3
0.6 -0.6 0.0
0.6 -0.1 0.0
0.5 -0.3 -0.3
0.2 0.0 0.2
0.4 0.1 0.2
0.1 -0.1 -0.5
-0.2 0.4 -0.1
-0.8 -0.7 0.5
-0.1 -0.2 -1.1
0.1 0.6 -0.1
0.0 -0.5 1.1
1.3 0.5 -0.5
0.0 -0.1 0.0
0.0 0.6 -0.6
-0.2 -0.1 -0.1
0.0 0.2 0.1
0.0 0.2 0.1
0.0 0.0 0.4
-0.2 -0.1 0.0
-0.2 -0.3 0.1
0.2 -0.9 -0.9
-0.1 0.4 1.5
-1.0 -0.5 0.8
0.6 1.4 0.2
0.1 -1.1 -0.9
-0.3 0.0 0.4
-0.2 0.2 0.1
0.3 0.1 -0.4
0.1 0.1 -0.6
-0.2 0.0 0.0
0.6 0.3 -0.4
-0.2 0.0 0.1
0.0 -0.2 -0.1
-1.0 0.4 0.1
-0.1 -1.2 0.2
0.7 -0.5 -0.5
0.3 0.3 0.7
-0.2 -0.6 -0.4
0.3 0.2 0.3
0.3 -0.2 -0.4
0.1 0.5 -0.5
-0.4 0.1 -0.3
0.0 -0.1 -0.2
0.1 0.4 -0.2
-0.3 0.5 0.4
0.2 0.2 0.7
0.6 0.7 -2.1
-0.7 -0.7 0.3
0.5 -0.2 0.8
-0.5 0.6 0.1
0.3 -0.2 0.0
-0.1 -0.6 0.6
-0.4 -0.4 0.3
0.4 0.5 0.0
-0.3 0.2 0.6
-0.2 -0.3 -0.2
0.1 0.3 -0.1
0.1 -0.1 -0.2
0.2 0.1 -0.2
-0.5 -2.0 -1.2
0.2 1.4 1.1
0.1 0.5 -0.1
-0.2 0.1 0.2
-0.3 0.2 -0.1
0.7 -0.2 0.0
-0.4 1.8 -0.2
0.2 -1.5 0.4
0.1 -0.1 -0.1
0.2 -0.2 0.0
0.3 -0.3 0.1
-0.3 0.2 0.0



LUMO readings, ordered: -0.204; 0.429 eV